DFT (wB97M-V/def2-TZVPD) results for 13 unconnected molecules or ions with the total composition C69H149F3O39 in a non-equilibrium geometry.

Geometry (Å):
C -1.81840 -5.45404 -6.21357
O -0.64172 -5.88430 -6.85219
C 0.28087 -4.84518 -7.18919
C 0.89260 -4.26401 -5.93130
O 0.04265 -3.26076 -5.36362
C 0.59451 -2.00752 -5.67243
C -0.38521 -0.86383 -5.45690
O -0.79168 -0.56337 -4.05983
C -1.25263 -1.71573 -3.39022
H -2.38013 -6.33964 -6.05386
H -2.41784 -4.69721 -6.78565
H -1.64128 -5.02382 -5.20381
H -0.07665 -4.00526 -7.85193
H 1.08791 -5.35470 -7.72150
H 1.87205 -3.77872 -6.00474
H 1.04440 -5.07296 -5.21800
H 0.97389 -1.98316 -6.70754
H 1.38772 -1.65512 -5.04307
H -1.35136 -0.93053 -5.98392
H 0.09864 0.07174 -5.70175
H -1.47790 -1.39092 -2.35607
H -0.52012 -2.56817 -3.25668
H -2.19381 -2.10872 -3.77953
C -4.18877 -5.83206 -2.24972
O -3.63165 -6.58526 -1.11479
C -2.33896 -6.27453 -0.81219
C -1.83831 -7.34779 0.20108
O -0.79847 -6.85731 1.01803
C -0.70816 -7.63142 2.14232
C -1.62962 -7.18070 3.22471
O -1.46990 -5.81943 3.55622
C -0.30538 -5.48694 4.20515
H -3.93568 -6.32478 -3.21326
H -3.79611 -4.85523 -2.43096
H -5.27072 -5.80135 -2.21595
H -2.13431 -5.28779 -0.35671
H -1.60943 -6.24699 -1.71667
H -1.47617 -8.17782 -0.47863
H -2.72830 -7.65663 0.78008
H 0.37015 -7.53442 2.51335
H -0.84521 -8.66372 1.89992
H -1.59728 -7.79551 4.13973
H -2.67902 -7.33479 2.91362
H -0.46864 -4.52525 4.73417
H 0.52340 -5.20778 3.57914
H 0.05505 -6.20125 4.92334
C -4.27731 -5.02212 2.43482
O -5.42596 -4.30103 2.22062
C -5.19937 -3.15684 1.49143
C -4.96300 -3.37729 0.02877
O -6.07423 -3.79830 -0.74871
C -7.13514 -2.85561 -0.66858
C -7.97754 -3.25248 -1.85560
O -9.04901 -2.41580 -2.06947
C -9.79170 -2.79092 -3.19514
H -4.04688 -5.72488 1.66362
H -4.34450 -5.63494 3.34425
H -3.42892 -4.38951 2.50625
H -4.37119 -2.67611 1.89585
H -6.00113 -2.41450 1.60730
H -4.17373 -4.16109 -0.10080
H -4.53579 -2.44295 -0.40697
H -6.72731 -1.88583 -0.91626
H -7.80611 -2.78437 0.14167
H -8.33223 -4.26270 -1.69445
H -7.32133 -3.29161 -2.74288
H -9.19659 -2.74272 -4.16472
H -10.65998 -2.06408 -3.36006
H -10.14345 -3.84167 -3.09159
C -1.33797 1.66482 3.99661
O -0.20231 2.06639 4.63232
C 0.79112 2.47192 3.73767
C 2.02429 2.96516 4.45974
O 2.81974 1.87829 4.83240
C 3.93573 2.31507 5.64445
C 4.56796 1.16033 6.36296
O 5.21243 0.28163 5.46013
C 5.69583 -0.90985 6.06611
H -2.03068 1.48931 4.77813
H -1.23823 0.67946 3.44177
H -1.61914 2.44111 3.32771
H 0.42484 3.28688 3.10970
H 0.94030 1.72937 3.00350
H 1.67762 3.46281 5.38832
H 2.67390 3.63259 3.81135
H 3.59282 3.02517 6.44287
H 4.62377 2.81996 4.96120
H 3.81694 0.65348 7.03599
H 5.32155 1.64836 7.03188
H 4.90968 -1.56262 6.48505
H 6.40758 -0.60754 6.84120
H 6.14964 -1.53388 5.27971
C 5.36141 6.49946 -0.69649
O 4.23723 5.56827 -0.60608
C 4.24193 4.56228 -1.61364
C 4.87654 4.99923 -2.93461
O 4.13314 6.10496 -3.45791
C 4.91766 6.90500 -4.29553
C 4.08712 8.09072 -4.80663
O 3.03206 7.48719 -5.52198
C 1.99021 8.42733 -5.75891
H 5.61035 6.81829 -1.71492
H 6.31927 6.04418 -0.35620
H 5.21485 7.31657 -0.06499
H 3.17512 4.18132 -1.63361
H 4.81924 3.72677 -1.24499
H 4.80850 4.17140 -3.61505
H 5.92020 5.29852 -2.87057
H 5.35102 6.30860 -5.06582
H 5.79222 7.23187 -3.71418
H 4.71907 8.79854 -5.38940
H 3.74415 8.64449 -3.92569
H 1.24809 7.82036 -6.31657
H 2.32329 9.28753 -6.35611
H 1.47755 8.80347 -4.89678
C -1.97894 -4.68898 8.04185
O -1.40933 -3.60289 7.30685
C -0.00713 -3.47820 7.42904
C 0.40623 -2.08004 6.97109
O 0.50873 -2.16997 5.58755
C 1.29542 -1.07590 5.02695
C 1.48999 -1.23794 3.55116
O 2.11840 -2.49537 3.25446
C 3.57287 -2.46453 3.33625
H -1.82987 -4.55484 9.11672
H -1.61892 -5.64528 7.67137
H -3.01721 -4.58514 7.72679
H 0.46976 -4.18210 6.76582
H 0.34783 -3.69626 8.50553
H 1.30726 -1.72354 7.45207
H -0.54990 -1.56194 7.21485
H 2.23842 -0.89030 5.59201
H 0.72491 -0.20701 5.32346
H 2.01680 -0.42492 3.13882
H 0.48566 -1.37565 2.91951
H 3.83872 -1.77238 4.17182
H 3.99139 -2.14949 2.32109
H 3.91822 -3.46726 3.56701
C -4.62219 2.15238 1.28076
O -3.81248 2.91228 0.36329
C -2.64776 2.32665 -0.13430
C -2.97941 1.12099 -1.01952
O -3.86895 1.50743 -2.04686
C -3.94622 0.51529 -3.10061
C -4.93777 1.01051 -4.13009
O -6.29356 0.97596 -3.74482
C -6.92776 -0.16488 -4.28755
H -4.97316 2.92040 1.93393
H -4.01514 1.44824 1.84245
H -5.32737 1.59173 0.69560
H -1.94388 1.94598 0.58243
H -2.19856 3.18143 -0.66649
H -3.44655 0.24781 -0.50545
H -1.99452 0.79507 -1.44214
H -4.26221 -0.43831 -2.73088
H -3.01374 0.45728 -3.61041
H -4.71540 0.47007 -5.11665
H -4.62071 2.07131 -4.35897
H -6.68105 -0.14560 -5.35556
H -8.01102 -0.23518 -4.10471
H -6.42151 -1.07610 -3.92473
C 3.00180 4.10459 -6.09843
O 2.67140 3.04910 -5.19585
C 2.73051 1.74725 -5.82382
C 3.02559 0.68786 -4.79802
O 4.18308 0.99694 -4.07740
C 4.28539 0.11534 -2.96276
C 4.79005 -1.28816 -3.44713
O 3.78177 -2.08590 -3.91219
C 3.26174 -2.97187 -2.89824
H 3.17154 4.99536 -5.52726
H 2.09806 4.25843 -6.67195
H 3.69192 3.79263 -6.84279
H 3.52358 1.80966 -6.62068
H 1.82097 1.43149 -6.34959
H 3.12494 -0.26448 -5.38134
H 2.16941 0.55692 -4.05605
H 3.37988 -0.05657 -2.35764
H 5.07409 0.63362 -2.35418
H 5.36552 -1.76576 -2.62818
H 5.46729 -1.15913 -4.29094
H 3.57019 -2.63785 -1.93335
H 3.56012 -4.00037 -3.17545
H 2.15873 -2.91752 -3.04263
C -1.43861 5.51835 3.10887
O -0.69856 5.95165 1.99689
C -1.63137 6.03907 0.89316
C -1.00787 6.58543 -0.35071
O -0.22304 5.59105 -0.95281
C 0.08128 5.80180 -2.32217
C 0.43861 4.43299 -2.85018
O -0.71854 3.64522 -2.67482
C -0.74038 2.42449 -3.46700
H -0.72318 5.21379 3.92339
H -2.00934 4.62573 2.83502
H -2.15452 6.30558 3.44871
H -2.48875 6.72791 1.20422
H -2.13447 5.03287 0.70799
H -0.34862 7.43676 -0.16029
H -1.79541 7.06883 -0.99917
H 0.87917 6.50382 -2.49401
H -0.77774 6.16196 -2.84023
H 1.37631 4.01412 -2.39767
H 0.70574 4.56175 -3.91090
H -0.28149 2.47922 -4.44895
H -1.83730 2.16552 -3.48858
H -0.19092 1.60073 -2.98385
C -1.79912 -1.79244 0.76477
O -1.62107 -3.16126 0.84244
C -0.27514 -3.60145 1.04925
C 0.63684 -3.50991 -0.15326
O 0.87206 -2.21277 -0.71170
C 1.69612 -1.39365 0.01675
C 1.20819 0.00745 -0.09556
O 1.99032 0.87087 0.66760
C 1.79580 2.30355 0.37637
H -1.49570 -1.30682 -0.15278
H -1.30811 -1.18259 1.58822
H -2.86789 -1.60110 0.94333
H -0.36064 -4.65173 1.31182
H 0.24653 -3.08652 1.88257
H 0.13831 -3.99364 -0.99947
H 1.57815 -3.89224 -0.03144
H 2.73509 -1.52348 -0.33606
H 1.73997 -1.67401 1.05556
H 0.12694 0.00663 0.08363
H 1.33345 0.36639 -1.16644
H 2.51244 2.87575 0.97480
H 0.73712 2.56612 0.47692
H 2.00536 2.42223 -0.66386
C 5.44185 1.64479 2.38663
C 5.71523 2.21615 1.02486
O 5.76161 1.02778 0.24550
C 5.61551 -0.15024 0.98862
O 5.75274 -1.24976 0.53526
O 5.52266 0.17198 2.26901
F 7.01481 2.76050 1.05970
H 4.49528 1.83987 2.91271
H 6.17615 1.91465 3.11998
H 5.00003 2.94895 0.71383
C -3.58388 -3.03670 4.97622
C -2.60977 -1.89426 4.74702
O -2.83333 -1.06315 5.88341
C -3.92438 -1.57652 6.61615
O -4.32632 -1.05912 7.58349
O -4.45243 -2.58971 5.97853
F -2.92855 -1.22140 3.58481
H -3.07599 -3.96271 5.34200
H -4.21305 -3.28723 4.11075
H -1.52009 -2.16193 4.73774
C 2.43710 5.79579 1.86754
C 2.87227 6.91639 2.84202
O 4.26897 6.57209 3.10286
C 4.49382 5.30182 2.73603
O 5.48304 4.64465 2.81583
O 3.48336 4.80784 2.05988
F 2.26032 6.92723 4.04484
H 2.50264 5.98453 0.77978
H 1.45251 5.46575 2.00096
H 2.84569 7.95300 2.43066

**HOMO**: -9.05 eV
**Calculated total energy**: -161954.209 eV
**Kohn-Sham gap**: 9.52 eV


DFT (wB97M-V/def2-TZVPD) results for a gas-phase ion, C5H14N2 (charge +1) in a non-equilibrium geometry.

Geometry (Å):
C 1.40259 -1.73759 2.57449
C 0.20388 -0.78457 1.86552
C -0.43856 -1.37942 0.62042
C -1.19903 -0.44125 -0.37771
N -0.38572 0.74002 -0.65205
C -0.14724 1.11059 -2.15064
N 0.48132 2.36059 -2.06833
H 2.38101 -1.70206 1.87167
H 0.96176 -2.79278 2.57285
H 1.59428 -1.15814 3.51060
H 0.75748 0.16172 1.64150
H -0.43941 -0.43624 2.73823
H 0.41905 -1.71222 0.12866
H -0.95945 -2.33623 0.99368
H -2.06542 -0.09503 0.11089
H -1.47392 -0.91226 -1.39250
H -0.91026 1.51407 -0.14566
H 0.45281 0.31136 -2.63924
H -1.24643 1.34826 -2.49504
H 1.13518 2.35842 -1.32884
H -0.20569 3.14026 -1.71662

**<S²>**: 0.754
**HOMO (alpha / beta)**: -14.83 / -14.80 eV
**Energy relative to the best compared isomer or geometry (same formula, charge and spin)**: 69.9 kcal/mol
**Calculated total energy**: -8381.380 eV
**Kohn-Sham gap (alpha / beta)**: 11.37 / 6.62 eV
**Net charge**: +1
**Multiplicity**: 2